Formula: C21H42N5O7V
Source: the Open Molecules 2025 dataset
Level of theory: wB97M-V/def2-TZVPD

Summary:
HOMO-LUMO gap (alpha / beta), eV: 5.62 / 5.60
E_tot, a.u.: -2569.56573
Charge: +1
Expectation value of S²: 3.7583
HOMO energy (alpha / beta), Ha: -0.39649 / -0.39649
2S+1: 4

Atoms and positions in Å:
1 V -0.4768 3.5345 1.8938
2 C -0.1917 0.2205 -0.4547
3 C -0.2332 1.3823 0.4909
4 O 0.5257 2.3890 0.3716
5 O -0.9989 1.3934 1.5067
6 H -0.4228 0.5663 -1.4667
7 H -0.8316 -0.6200 -0.2112
8 H 0.8462 -0.0989 -0.5594
9 C 1.7617 2.2434 3.9739
10 O 1.0430 2.9476 3.2436
11 N 2.7856 1.5349 3.5295
12 C 3.5999 0.7750 4.4530
13 C 3.1853 1.5521 2.1263
14 H 1.5432 2.0675 5.0308
15 H 4.6223 1.1527 4.5250
16 H 3.6915 -0.2659 4.1383
17 H 3.2247 0.7775 5.4748
18 H 2.4362 2.0291 1.5008
19 H 4.1659 1.9692 1.9184
20 H 3.1013 0.4906 1.8661
21 C -0.0599 2.8740 -5.6111
22 O -0.4615 2.7828 -6.7546
23 N -0.6326 3.6407 -4.6569
24 C -0.2018 3.5755 -3.2638
25 C -1.8564 4.3856 -4.8767
26 H 0.8725 2.3659 -5.3205
27 H 0.7189 3.0010 -3.1618
28 H -0.9854 3.0066 -2.7550
29 H -0.0496 4.5762 -2.8630
30 H -2.0235 4.3792 -5.9530
31 H -2.6790 3.9379 -4.3156
32 H -1.6990 5.4220 -4.5700
33 C -1.2805 -5.5823 1.5981
34 O -1.4862 -6.7393 1.8716
35 N -0.0780 -4.9679 1.6183
36 C 0.0218 -3.5426 1.4826
37 C 1.1544 -5.7034 1.8515
38 H -2.0884 -4.8977 1.2938
39 H 0.4508 -3.1096 2.3943
40 H -0.9397 -3.0382 1.3954
41 H 0.6737 -3.2430 0.6580
42 H 1.7209 -5.7344 0.9160
43 H 1.6834 -5.1930 2.6566
44 H 0.9930 -6.7470 2.1022
45 C -3.5246 1.6767 -1.2040
46 C -2.9655 0.6928 -2.2013
47 O -2.1192 0.9897 -3.0066
48 C -3.5534 -0.7088 -2.1142
49 H -3.0639 2.6283 -1.4743
50 H -3.2217 1.3592 -0.2022
51 H -4.6124 1.7169 -1.1688
52 H -2.8792 -1.5509 -2.2513
53 H -4.3810 -0.7543 -2.8252
54 H -3.9897 -0.8570 -1.1217
55 C -2.4278 -1.1737 3.6628
56 C -1.3751 -2.0586 4.2967
57 O -1.5319 -3.2459 4.4528
58 C -0.1387 -1.3691 4.8352
59 H -2.7881 -0.4323 4.3754
60 H -3.2835 -1.7628 3.3343
61 H -1.9818 -0.7287 2.7684
62 H 0.7189 -1.6826 4.2383
63 H -0.0914 -1.5801 5.8997
64 H -0.2180 -0.2922 4.6564
65 C 3.3538 0.4874 -1.4762
66 C 2.9790 0.9985 -2.7909
67 N 2.6384 1.3879 -3.8151
68 H 4.3856 0.7840 -1.2879
69 H 3.3074 -0.6007 -1.5515
70 H 2.6931 0.8904 -0.7149
71 C 0.0890 -0.8992 -3.9327
72 C 1.3054 -1.3701 -3.3012
73 N 2.2881 -1.6612 -2.7855
74 H -0.0525 -1.2524 -4.9574
75 H 0.0756 0.1848 -4.0044
76 H -0.7803 -1.3056 -3.4203